Density functional theory data (ωB97M-V with the def2-TZVPD basis set) for the molecule FHN2O2.

Structure (XYZ):
```
6
Properties=species:S:1:pos:R:3:mulliken_charge:R:1
O -0.607 -1.115 0.309 -0.59
N -0.061 -0.085 0.147 1.00
O 1.374 -0.093 0.123 -0.39
N -0.436 1.058 -0.136 -0.25
F -1.746 1.044 0.046 -0.13
H 1.477 -0.809 -0.489 0.36
```

Properties
HOMO: -11.048 eV
orbital gap: 11.50 eV
lowest unoccupied orbital energy: 0.455 eV
structure (SMILES): [O-]/[N+](O)=N\F
F_max: 3.272 eV/Å

Density functional theory data (ωB97M-V with the def2-TZVPD basis set) for a cluster of 2 separate species, FHN6 in total.

Structure (XYZ):
```
8
Properties=species:S:1:pos:R:3:mulliken_charge:R:1
N -1.567 0.062 0.165 0.69
N 2.330 1.748 0.029 -0.34
N -0.530 0.455 0.045 -0.15
N 2.123 0.651 -0.128 0.80
N -2.761 -0.085 0.223 -0.80
N 1.906 -0.359 -0.711 -0.30
F 1.448 -1.402 0.076 -0.15
H -2.948 -1.070 0.302 0.25
```

Properties
HOMO: -10.159 eV
orbital gap: 9.69 eV
lowest unoccupied orbital energy: -0.467 eV
F_max: 4.977 eV/Å

Density functional theory data (ωB97M-V with the def2-TZVPD basis set) for a cluster of 2 separate species, FHO4 in total.

Structure (XYZ):
```
6
Properties=species:S:1:pos:R:3:mulliken_charge:R:1
O 1.899 -0.811 -0.068 -0.23
O 0.843 -0.274 0.578 -0.13
O -0.994 -0.149 -0.524 -0.06
O -1.965 0.012 0.123 0.27
F -2.230 1.412 0.456 -0.21
H 2.448 -0.190 -0.565 0.36
```

Properties
HOMO (alpha / beta): -11.384 / -10.962 eV
orbital gap (alpha / beta): 10.33 / 9.99 eV
lowest unoccupied orbital energy (alpha / beta): -1.053 / -0.973 eV
F_max: 2.824 eV/Å

Density functional theory data (ωB97M-V with the def2-TZVPD basis set) for a structure of composition FN2O6Pt3.

Structure (XYZ):
```
12
Properties=species:S:1:pos:R:3:mulliken_charge:R:1
Pt 0.538 -0.134 2.998 0.87
Pt -1.026 -2.753 -0.240 1.02
Pt -1.350 1.136 -0.813 0.94
N -0.726 3.196 1.622 1.12
O -0.304 4.137 0.980 -0.36
O -1.106 3.378 2.808 -0.14
O -0.779 2.032 1.266 -0.61
N 1.317 -2.598 -2.332 1.25
O 2.474 -2.185 -2.702 -0.27
O 0.597 -3.268 -3.009 -0.40
O 0.845 -2.307 -1.291 -0.64
F -0.480 -0.633 0.712 -0.79
```

Properties
charge: +2
HOMO (alpha / beta): -17.421 / -17.133 eV
2S+1: 8
orbital gap (alpha / beta): 7.91 / 5.55 eV
lowest unoccupied orbital energy (alpha / beta): -9.514 / -11.583 eV
F_max: 6.010 eV/Å

Density functional theory data (ωB97M-V with the def2-TZVPD basis set) for a structure of composition FN4O12Pt.

Structure (XYZ):
```
18
Properties=species:S:1:pos:R:3:mulliken_charge:R:1
Pt -0.612 -0.176 0.211 1.72
N 0.039 3.077 0.972 0.86
O 0.035 1.817 0.805 -0.65
O 0.412 3.513 2.061 -0.62
O -0.411 3.809 0.078 -0.65
N 0.862 -0.993 3.220 0.82
O 0.584 -0.905 1.995 -0.47
O 2.045 -1.217 3.569 -0.66
O -0.027 -0.941 4.069 -0.61
N 1.561 -2.028 -1.874 0.84
O 2.669 -1.494 -1.910 -0.66
O 0.638 -1.561 -1.155 -0.58
O 1.369 -3.116 -2.463 -0.64
N -1.748 0.169 -2.875 0.96
O -1.158 0.773 -1.951 -0.57
O -1.177 0.001 -3.972 -0.63
O -2.852 -0.401 -2.710 -0.67
F -2.230 -0.323 1.930 -0.78
```

Properties
charge: -3
HOMO (alpha / beta): -0.045 / -0.149 eV
2S+1: 3
orbital gap (alpha / beta): 8.00 / 7.91 eV
lowest unoccupied orbital energy (alpha / beta): 7.959 / 7.762 eV
F_max: 2.777 eV/Å

Density functional theory data (ωB97M-V with the def2-TZVPD basis set) for a structure of composition FN4O13V.

Structure (XYZ):
```
19
Properties=species:S:1:pos:R:3:mulliken_charge:R:1
O 0.255 2.697 0.482 -0.44
V -0.143 1.175 0.420 1.46
N -0.639 -2.238 0.297 1.01
O -1.363 -2.571 1.200 -0.52
O -0.324 -2.943 -0.648 -0.46
O -0.149 -1.122 0.401 -0.15
N 1.574 0.260 -2.495 0.96
O 2.136 0.810 -3.380 -0.62
O 1.243 -0.887 -2.665 -0.50
O 1.051 0.835 -1.470 -0.43
N 1.922 0.393 3.005 1.06
O 1.100 0.375 3.841 -0.62
O 1.659 0.759 1.896 -0.56
O 3.053 0.039 3.225 -0.71
N -2.552 0.305 -1.651 1.05
O -1.916 -0.500 -2.247 -0.57
O -3.751 0.356 -1.806 -0.68
O -1.943 1.047 -0.806 -0.61
F -1.213 1.211 2.402 -0.67
```

Properties
charge: -2
HOMO (alpha / beta): -2.671 / -2.673 eV
2S+1: 3
orbital gap (alpha / beta): 8.00 / 3.29 eV
lowest unoccupied orbital energy (alpha / beta): 5.327 / 0.613 eV
F_max: 7.288 eV/Å

Density functional theory data (ωB97M-V with the def2-TZVPD basis set) for the molecule FNO2.

Structure (XYZ):
```
4
Properties=species:S:1:pos:R:3:mulliken_charge:R:1
O -0.955 -0.746 0.224 -0.40
N -0.025 -0.110 0.103 1.04
O 0.881 0.256 0.807 -0.43
F 0.099 0.600 -1.134 -0.21
```

Properties
HOMO: -12.769 eV
orbital gap: 12.49 eV
lowest unoccupied orbital energy: -0.278 eV
structure (SMILES): O=[N+]([O-])F
F_max: 5.758 eV/Å

Density functional theory data (ωB97M-V with the def2-TZVPD basis set) for the molecule FNO2S.

Structure (XYZ):
```
5
Properties=species:S:1:pos:R:3:mulliken_charge:R:1
O -0.679 1.120 -0.486 -0.38
S -0.661 0.016 0.421 0.61
F -2.121 -0.664 0.157 -0.25
N 1.412 -0.563 0.322 0.17
O 2.049 0.092 -0.415 -0.15
```

Properties
HOMO (alpha / beta): -8.993 / -9.382 eV
orbital gap (alpha / beta): 7.53 / 7.54 eV
lowest unoccupied orbital energy (alpha / beta): -1.460 / -1.844 eV
structure (SMILES): O=S(F)#[N+][O-]
F_max: 4.033 eV/Å

Record order is preserved below.
E_tot: -360.24968 -428.77944 -401.03066 -1017.24836 -1340.47831 -2240.56016 -304.94776 -703.15006 a.u.